This record from OMol25 describes a molecular structure, C19H21IN4O2PtSe in a non-equilibrium geometry. The level of theory is ωB97M-V/def2-TZVPD.

```
49
Properties=species:S:1:pos:R:3:lowdin_charge:R:1
Pt -0.84785 0.47284 -0.50415 0.641
C -0.82929 -2.99936 2.84329 -0.043
C 0.13953 -3.01039 1.68482 -0.225
N 0.99573 -4.07310 1.67406 0.104
C 1.88763 -4.11908 0.67669 -0.120
C 1.97605 -3.18232 -0.33865 -0.172
C 3.07995 -3.31414 -1.34282 -0.221
O 4.07588 -2.31129 -1.16596 -0.071
C 1.05802 -2.10961 -0.30802 -0.077
C 1.16379 -1.09710 -1.40244 -0.121
N 1.05219 0.19163 -1.25677 -0.132
C 1.54427 0.97237 -2.33292 -0.327
C 2.86270 0.78378 -2.79305 -0.007
C 3.40096 1.55333 -3.82819 -0.068
C 2.63396 2.55130 -4.41559 -0.094
C 1.34032 2.78470 -3.95333 -0.155
C 0.80777 2.00828 -2.91225 -0.618
I -1.08177 2.47838 -2.23128 1.217
C 0.10476 -1.96621 0.72338 -0.337
O -0.71409 -0.99080 0.77825 -0.620
H -0.66537 -3.86770 3.49062 0.076
H -1.86187 -3.04562 2.48232 0.063
H -0.69014 -2.10120 3.45358 0.063
H 2.56972 -4.96178 0.73194 0.109
H 2.69786 -3.26373 -2.36659 0.111
H 3.58057 -4.28458 -1.25420 0.117
H 3.76991 -1.71584 -0.45389 0.096
H 1.44737 -1.50949 -2.38633 0.133
H 3.48813 0.02862 -2.32423 0.106
H 4.41981 1.37458 -4.15898 0.110
H 3.04519 3.15901 -5.21589 0.105
H 0.75564 3.58454 -4.39932 0.092
C -0.92211 1.09324 3.57673 -0.018
N -1.99273 1.75402 2.83552 -0.124
C -2.44024 3.01122 3.02967 -0.069
C -3.45741 3.25475 2.12786 -0.073
N -3.63527 2.14728 1.37940 -0.149
C -4.61091 1.97631 0.30648 -0.053
C -2.73367 1.24640 1.82677 -0.743
Se -2.54925 -0.37153 1.18179 0.908
H -0.50371 1.77394 4.34877 0.099
H -0.10866 0.80200 2.87960 0.093
H -1.31903 0.18592 4.07872 0.090
H -2.05758 3.70144 3.77056 0.119
H -4.02324 4.17198 2.02781 0.117
H -5.21229 2.90111 0.17435 0.100
H -5.29570 1.13799 0.55327 0.093
H -4.08510 1.75392 -0.64570 0.044
H -2.26042 1.43998 -0.64569 -0.169
```

HOMO level (alpha / beta): -5.19 / -5.43 eV
HOMO-LUMO gap (alpha / beta): 4.78 / 5.30 eV
Spin multiplicity: 1



This record from OMol25 describes C5H11N in the gas phase. The level of theory is ωB97M-V/def2-TZVPD.

```
17
Properties=species:S:1:pos:R:3:lowdin_charge:R:1
C 1.98332 -0.04781 0.11230 -0.056
C 0.61490 -0.45623 -0.37201 -0.323
C -0.54099 0.47947 -0.47307 -0.308
C -0.46889 1.94582 -0.09102 -0.056
N -0.46930 -0.51277 0.58873 -0.105
C -1.36220 -1.65081 0.48538 -0.106
H 2.50882 -0.90417 0.54893 0.074
H 2.59112 0.32739 -0.71855 0.076
H 1.91690 0.73186 0.87646 0.075
H 0.62506 -1.25588 -1.11910 0.135
H -1.23408 0.24682 -1.28620 0.133
H -0.43040 2.04398 0.99752 0.079
H -1.34994 2.48686 -0.45159 0.068
H 0.41697 2.43352 -0.51435 0.073
H -2.31703 -1.41033 0.96426 0.080
H -0.92067 -2.50464 1.01057 0.081
H -1.56359 -1.95310 -0.55826 0.080
```

HOMO level: -9.04 eV
HOMO-LUMO gap: 10.27 eV
Spin multiplicity: 1
SMILES: C[C@@H]1[C@H](C)N1C



This record from OMol25 describes a molecular structure, C13H42AlN2O17P2S5. The level of theory is ωB97M-V/def2-TZVPD.

```
82
Properties=species:S:1:pos:R:3:lowdin_charge:R:1
N -0.91190 2.41285 2.79617 -0.248
P -0.32173 1.86625 1.46594 0.450
O -1.26918 2.05602 0.14045 -0.274
O -0.25747 0.23138 1.51121 -0.245
Al 1.86510 2.63565 0.80280 0.118
O 2.69508 1.14893 0.45102 -0.219
C 2.75913 3.74358 2.15479 -0.335
N 4.22054 3.48629 2.25085 -0.085
P 1.49049 3.67169 -1.33409 0.098
O 0.45018 2.76845 -2.19588 -0.307
O 0.59772 5.00697 -1.10609 -0.314
S 3.08230 4.05105 -2.38957 0.126
H -1.19660 1.71265 3.47133 -0.055
H -1.87477 1.30738 0.01523 0.028
H 0.26389 -0.12510 0.77632 0.010
H 2.68565 0.53591 1.19302 0.019
H 2.24519 3.51052 3.09583 0.039
H 2.60112 4.81500 1.99449 0.038
H 4.47254 3.20362 3.19002 0.036
H 4.49489 2.71652 1.65149 0.022
H -0.21344 2.39109 -1.59157 0.009
H 0.53196 5.49292 -1.94300 0.048
O -1.91232 -0.46235 -1.06283 -0.280
S -2.34980 -0.98661 -2.32310 0.576
O -3.52220 -0.44915 -2.93834 -0.267
O -2.50722 -2.55953 -2.15286 -0.263
C -3.25487 -3.01246 -0.99216 -0.257
C -4.74728 -2.82742 -1.14330 -0.072
C -0.98984 -0.97936 -3.41734 -0.103
H -2.86636 -2.49598 -0.11367 0.115
H -2.98842 -4.06569 -0.92022 0.116
H -5.01783 -1.77397 -1.17353 0.074
H -5.24456 -3.29261 -0.29078 0.081
H -5.10222 -3.30000 -2.05913 0.084
H -0.15434 -1.40411 -2.86794 0.039
H -0.81101 0.06432 -3.67114 0.085
H -1.22152 -1.56756 -4.30103 0.082
O 1.28877 -2.93936 -2.37104 -0.283
S 1.54505 -3.09531 -0.96625 0.571
O 1.43201 -1.94576 -0.12919 -0.252
O 2.96144 -3.76782 -0.78451 -0.257
C 4.07957 -3.11317 -1.46031 -0.235
C 4.52491 -1.84498 -0.76923 -0.065
C 0.55842 -4.39045 -0.32136 -0.113
H 3.78970 -2.93594 -2.49591 0.112
H 4.85309 -3.87773 -1.44409 0.117
H 3.76892 -1.06360 -0.81770 0.063
H 5.42893 -1.48209 -1.26013 0.086
H 4.75005 -2.03864 0.27940 0.087
H 0.65609 -5.26316 -0.96017 0.079
H -0.46533 -4.02107 -0.32459 0.065
H 0.87513 -4.61043 0.69389 0.072
O 1.42336 -7.90307 2.25370 -0.271
S 0.00204 -7.94399 2.09739 0.550
O -0.65614 -6.79821 1.55078 -0.279
O -0.65767 -8.33715 3.47517 -0.266
C -0.25629 -7.56321 4.64813 -0.235
C -0.88747 -6.19227 4.69137 -0.068
C -0.47445 -9.37254 1.19457 -0.121
H 0.83232 -7.51811 4.66418 0.113
H -0.58839 -8.18696 5.47442 0.120
H -0.52512 -5.55355 3.88884 0.073
H -0.63747 -5.72556 5.64483 0.085
H -1.97170 -6.26373 4.61146 0.086
H 0.01694 -10.23976 1.62566 0.075
H -0.14384 -9.20755 0.17126 0.077
H -1.55625 -9.46254 1.23718 0.075
O -3.26100 8.33218 -1.68985 -0.288
S -2.14983 8.36918 -0.78303 0.561
O -2.14381 9.39209 0.21826 -0.285
O -0.81233 8.43782 -1.63253 -0.267
C -0.73014 9.44154 -2.67430 -0.248
C -0.48351 10.83072 -2.13077 -0.076
C -1.86795 6.80354 -0.06147 -0.122
H -1.64082 9.39027 -3.27186 0.111
H 0.10313 9.09844 -3.28373 0.122
H -1.33195 11.19046 -1.55217 0.070
H -0.31362 11.50896 -2.96878 0.077
H 0.39768 10.83758 -1.48981 0.085
H -1.84709 6.05358 -0.84620 0.070
H -2.68806 6.61920 0.62926 0.082
H -0.91820 6.82500 0.46583 0.080
```

HOMO level: -4.61 eV
HOMO-LUMO gap: 5.98 eV
Spin multiplicity: 1
Total charge: -1



This record from OMol25 describes a molecular structure, C30H41Cl3CrN6O10P2S3 in a non-equilibrium geometry. The level of theory is ωB97M-V/def2-TZVPD.

```
96
Properties=species:S:1:pos:R:3:lowdin_spin:R:1
Cr 0.87915 -0.55518 0.60489 2.903
O 2.39688 -1.88287 0.63159 0.021
S 2.96820 -1.71259 2.03190 0.008
O 2.97789 -2.93188 2.77381 0.003
O 1.31603 -0.78481 2.52810 0.011
C 0.54610 -1.36829 3.52797 0.003
C 0.77552 -0.92401 4.81819 -0.001
C 0.01918 -1.42949 5.86650 0.000
C -0.96918 -2.36961 5.62045 0.000
C -1.18823 -2.80887 4.32245 0.000
C -0.42642 -2.32801 3.26612 0.000
S -0.83783 -3.02507 1.63584 0.005
O 0.35701 -3.75500 1.23711 0.000
O -0.83624 -1.49340 0.91557 -0.015
O -1.28540 -2.12601 -0.37329 0.016
H 1.53880 -0.17606 4.98843 0.000
H 0.20094 -1.08009 6.87379 0.000
H -1.56481 -2.76041 6.43395 0.000
H -1.95967 -3.54392 4.11917 0.000
C 0.47467 0.26522 -4.14650 0.000
N 1.49296 -0.70912 -3.77474 0.000
C 2.28915 -1.22599 -4.88039 0.000
P 1.79948 -1.16707 -2.24850 0.003
O 0.75401 -0.52138 -1.37149 0.026
O 3.23486 -0.52832 -1.83306 0.001
P 3.57139 0.56566 -0.69572 0.002
O 2.45967 0.76689 0.29842 0.006
N 3.81864 1.99759 -1.45045 0.000
C 4.95380 2.09219 -2.36866 0.000
C 2.63581 2.72806 -1.91445 0.000
N 4.96095 0.02483 -0.06745 0.001
C 5.50051 0.73075 1.09670 0.000
C 5.89570 -0.88042 -0.73028 0.000
N 2.01791 -2.75543 -2.20718 0.000
C 3.13334 -3.50585 -1.63594 0.000
C 0.80306 -3.55848 -2.45036 0.000
H -0.17593 -0.16431 -4.91068 0.000
H 0.93063 1.17194 -4.55385 0.000
H -0.12951 0.52744 -3.28345 0.000
H 1.63541 -1.62343 -5.65886 0.000
H 2.94014 -2.02917 -4.54037 0.000
H 2.90559 -0.43477 -5.31459 0.000
H 5.84546 1.65817 -1.92028 0.000
H 5.15681 3.14381 -2.56664 0.000
H 4.75227 1.59229 -3.32259 0.000
H 1.81970 2.60389 -1.20621 0.000
H 2.31548 2.37661 -2.90191 0.000
H 2.87901 3.78778 -1.98611 0.000
H 4.72245 1.32611 1.57042 0.000
H 6.32336 1.38785 0.80469 0.000
H 5.86533 0.00409 1.82356 0.000
H 5.56256 -1.12154 -1.73554 0.000
H 6.00063 -1.80705 -0.16179 0.000
H 6.87677 -0.40528 -0.79839 0.000
H 4.00344 -2.86703 -1.52369 0.000
H 3.38286 -4.31820 -2.32062 0.000
H 2.85816 -3.91774 -0.66622 0.000
H -0.07159 -2.91668 -2.54591 0.000
H 0.63015 -4.19634 -1.58411 0.000
H 0.92662 -4.15939 -3.35255 0.000
Cl -2.87036 0.63269 6.28312 0.000
C -3.30575 0.94700 4.63623 0.000
C -2.99446 0.02164 3.65557 0.000
C -3.35372 0.29990 2.34722 0.000
C -4.00103 1.48126 1.98916 0.000
C -4.24085 1.73010 0.51717 0.000
C -3.30812 2.79934 -0.06096 0.000
N -1.94227 2.42902 0.29379 0.005
C -1.19640 3.00125 1.29946 0.000
C -0.15522 2.16265 1.53343 0.003
N -0.28020 1.07991 0.69353 -0.015
C -1.34908 1.28100 -0.05197 0.010
O -5.56324 2.07533 0.18224 0.000
C -6.24821 1.02813 -0.50223 0.000
C -5.65735 0.81205 -1.86329 0.000
C -4.75192 -0.14896 -2.20343 0.000
Cl -4.10327 -1.38448 -1.20142 0.000
S -4.23463 -0.03683 -3.83441 0.000
C -5.22843 1.33561 -4.09240 0.000
C -5.92064 1.67200 -2.97535 0.000
C -4.28902 2.38845 3.00467 0.000
Cl -5.04862 3.91341 2.65841 0.000
C -3.95714 2.12957 4.32459 0.000
H -2.48342 -0.89662 3.91203 0.000
H -3.11293 -0.41940 1.57070 0.000
H -3.96099 0.79439 0.02267 0.000
H -3.50412 3.78506 0.35324 0.000
H -3.43505 2.83372 -1.14277 0.000
H -1.49380 3.92272 1.76853 0.000
H 0.64275 2.23425 2.25128 0.000
H -1.74307 0.57484 -0.76865 0.000
H -7.27839 1.36949 -0.58594 0.000
H -6.23285 0.10710 0.08634 0.000
H -5.25651 1.80911 -5.06017 0.000
H -6.60767 2.50500 -2.92356 0.000
H -4.19365 2.84772 5.09638 0.000
```

HOMO level (alpha / beta): -10.78 / -10.78 eV
HOMO-LUMO gap (alpha / beta): 8.12 / 8.47 eV
Spin multiplicity: 4
Total charge: +1



This record from OMol25 describes a molecular structure, C27H34AsClN6NaO9. The level of theory is ωB97M-V/def2-TZVPD.

```
79
Properties=species:S:1:pos:R:3:lowdin_charge:R:1
Na 0.15862 -0.99072 0.73199 0.157
C 3.40725 -0.46628 4.13059 -0.040
C 2.25552 -0.66230 3.35357 -0.117
N 2.23350 -0.53114 2.04566 0.135
C 3.36660 -0.16911 1.41760 -0.128
C 4.57362 0.05778 2.10524 -0.146
C 4.57146 -0.11179 3.49945 -0.019
C 5.74317 0.47383 1.39123 -0.032
C 5.69796 0.67871 0.05730 -0.028
C 4.48516 0.47738 -0.67516 -0.146
C 4.39796 0.72618 -2.05593 -0.012
C 3.19930 0.54165 -2.69253 -0.033
C 2.10202 0.09520 -1.94013 -0.113
N 2.15817 -0.15593 -0.65466 0.141
C 3.32255 0.04284 -0.01520 -0.140
H 3.36107 -0.60182 5.20248 0.102
H 1.32277 -0.94909 3.82181 0.085
H 5.48700 0.05178 4.05636 0.111
H 6.65578 0.63982 1.95141 0.108
H 6.57360 1.01606 -0.48476 0.109
H 5.27310 1.07620 -2.59069 0.112
H 3.07891 0.73951 -3.74862 0.103
H 1.14271 -0.05787 -2.41812 0.093
O 0.61838 5.07421 3.91665 0.089
C 0.15439 4.69709 2.68458 -0.474
O -0.03164 5.52160 1.84011 0.135
C -0.13254 3.25696 2.57092 -0.084
C -0.72625 2.45471 3.52783 -0.031
N -0.82186 1.22884 2.99031 0.016
N -0.30880 1.17815 1.75599 0.093
C 0.11207 2.39314 1.46816 -0.115
C 0.90552 2.69601 0.20117 -0.620
O 2.04732 3.12025 0.41425 0.023
O 0.35072 2.45781 -0.90158 -0.035
H 0.90408 4.28201 4.38642 0.098
H -1.11537 2.67772 4.50781 0.128
H -1.14046 0.36139 3.40086 0.113
O 0.70715 -3.30443 3.26667 -0.325
Cl -0.61241 -2.97033 2.83428 0.651
O -1.56559 -3.88956 3.35880 -0.318
O -0.93735 -1.62667 3.28719 -0.396
O -0.66112 -2.97101 1.39206 -0.398
C -1.27409 2.57609 -3.87606 -0.082
C -2.20820 2.22209 -2.72855 -0.319
O -1.65824 1.20736 -1.91635 -0.190
H -1.69202 3.37336 -4.49520 0.069
H -1.10090 1.70309 -4.50957 0.062
H -0.31697 2.90838 -3.47119 0.070
H -3.17171 1.86183 -3.10441 0.104
H -2.40770 3.11780 -2.12858 0.114
H -0.86879 1.60292 -1.46135 0.027
C -3.95742 -1.58002 1.82441 -0.325
As -2.96116 -0.58008 0.46365 1.114
C -3.73439 1.18952 0.82857 -0.311
C -4.12566 -1.02656 -1.05883 -0.323
H -5.03187 -1.41457 1.72324 0.017
H -3.62668 -1.26648 2.81338 0.011
H -3.72949 -2.64060 1.72325 0.017
H -4.82382 1.16345 0.76146 0.019
H -3.33375 1.90051 0.10787 0.006
H -3.44526 1.51234 1.82943 0.006
H -5.17574 -0.91450 -0.78196 0.017
H -3.93826 -2.05381 -1.37412 0.018
H -3.89406 -0.35507 -1.88475 -0.003
C -2.57392 -1.80202 -4.52496 -0.024
C -1.63786 -2.29582 -3.47356 -0.321
C -1.16020 -3.55808 -3.18438 0.000
C -0.33393 -3.39009 -2.05520 -0.346
N -0.31274 -2.11909 -1.68139 0.089
N -1.10193 -1.47304 -2.55628 0.035
C 0.44254 -4.42266 -1.30844 -0.031
H -2.57893 -2.47553 -5.38076 0.074
H -2.27854 -0.81050 -4.87279 0.071
H -3.59452 -1.73075 -4.14267 0.070
H -1.37032 -4.47116 -3.71639 0.099
H -1.27127 -0.46568 -2.43685 0.103
H 0.44882 -5.36773 -1.85147 0.070
H 0.01007 -4.58429 -0.32117 0.061
H 1.47490 -4.09937 -1.16944 0.079
```

HOMO level: -5.86 eV
HOMO-LUMO gap: 7.89 eV
Spin multiplicity: 1
Total charge: -1



This record from OMol25 describes a molecular structure, C4H3KLi2O2 in a non-equilibrium geometry. The level of theory is ωB97M-V/def2-TZVPD.

```
12
Properties=species:S:1:pos:R:3:lowdin_charge:R:1
C 1.11888 -0.06866 -0.78442 -0.558
O 1.87939 0.56589 -1.61761 -0.340
Li 0.80384 1.33141 1.79586 0.672
Li 1.36073 1.95568 -2.62763 0.734
H 0.81501 -1.30597 -0.83548 0.157
C -0.24869 -0.03124 -0.81522 -0.279
C -1.46251 0.29671 -0.03872 -0.179
C -1.49966 -0.31011 1.16561 -0.446
O -0.40733 -0.26038 1.93561 -0.727
K 0.74117 -1.78279 2.12187 0.854
H -0.59648 0.18003 -1.84544 0.047
H -2.50435 -0.57058 1.54557 0.065
```

HOMO level (alpha / beta): -4.43 / -4.43 eV
HOMO-LUMO gap (alpha / beta): 3.86 / 3.86 eV
Spin multiplicity: 1